# 1
Molecular formula: C11H13N2
Method: DFT, wB97M-V/def2-TZVPD

The geometry in XYZ format:
```
26
Properties=species:S:1:pos:R:3:forces:R:3
N 1.7687 1.1582 -0.1936 -1.9 -3.0 -0.1
N 2.1843 -2.2512 0.7632 0.4 2.0 -1.5
C 1.1761 1.8974 0.8964 -0.2 1.4 -3.3
C -1.9355 -1.4319 -0.1917 0.4 -1.8 0.3
C 0.4249 -0.8661 -0.3670 0.7 -0.4 0.9
C -3.4856 0.4083 -0.1258 1.7 0.0 -0.1
C -3.2164 -0.9634 -0.1384 4.1 -0.5 -0.1
C -2.4907 1.2875 -0.0897 -1.5 -0.2 0.3
C -0.3290 1.9093 0.5938 1.9 -1.7 -0.4
C -0.7982 -0.5015 -0.1103 -0.3 1.6 0.0
C -1.1342 0.9272 0.1462 0.9 0.7 0.0
C 2.7579 1.3534 -0.9041 3.0 3.8 1.8
C 1.4156 -1.9416 -0.4518 -0.5 -1.0 1.0
H 1.8966 -1.6612 -1.3864 1.2 -0.8 0.2
H 3.1521 0.6965 -1.5895 0.1 -1.9 -1.8
H 1.6460 2.9575 0.7940 -1.0 -1.7 1.3
H 1.2676 1.2493 1.7183 0.9 -0.1 1.8
H -0.6935 2.8494 0.7471 -1.6 2.3 0.3
H -4.4670 0.6799 -0.2088 -2.3 1.0 -0.2
H -1.5843 -2.5224 -0.2839 -1.3 1.7 0.1
H 3.5746 2.2366 -0.7597 -2.3 -1.4 0.0
H 1.6962 -2.6497 1.5235 -0.6 -0.5 0.4
H 3.1198 -2.5755 0.6460 0.3 -0.2 -0.2
H 0.8571 -2.9272 -0.6091 -0.2 1.5 -0.7
H -3.9894 -1.6020 -0.2555 -2.3 -2.2 -0.1
H -2.8135 2.2832 -0.1634 0.3 1.5 0.1
```
Forces are in eV/Å.

Its spin multiplicity is 1. Its LUMO energy (alpha / beta) is -4.817 / -4.816 eV. As for the total energy: -14585.2901 eV. As for the total charge: +1.

Löwdin population analysis, charges in e, atoms 1 to 2: number 1, N, carries -0.020; number 2, N, carries 0.036

=====

# 2
Molecular formula: C11H13N2O2
Method: DFT, wB97M-V/def2-TZVPD

The geometry in XYZ format:
```
28
Properties=species:S:1:pos:R:3:forces:R:3
O -1.4266 1.1188 2.1875 -2.1 1.4 1.0
O 0.2504 -0.3688 2.6426 -0.2 -0.4 1.3
N 0.8235 -0.4187 0.0500 1.2 -1.2 -2.0
N 0.7812 0.0845 -2.3814 0.4 -0.9 -0.2
C -0.0605 0.4510 0.5297 -0.3 0.7 -4.9
C 1.2459 -0.2692 -3.6188 0.3 -0.6 -0.6
C 2.2776 -1.5966 -1.4295 -1.3 1.1 -2.1
C 2.1762 -1.2408 -3.7555 0.1 0.5 -2.0
C -0.4312 0.3501 1.9749 1.8 -0.4 -2.7
C -0.2137 0.9792 -2.4420 -1.2 0.4 7.4
C 2.7524 -1.8791 -2.6531 -0.5 0.6 -0.7
C -2.7297 -0.1140 3.9814 -0.9 4.6 -3.0
C -1.9646 1.1891 3.4989 2.0 -1.1 5.1
C 1.2293 -0.6406 -1.2820 0.2 0.6 1.8
C -0.5787 1.3562 -0.8685 -3.2 0.5 0.9
H 1.3477 -1.1305 0.5872 -0.9 0.9 0.8
H -2.2803 -0.8969 3.5481 1.4 -3.1 -1.7
H -2.5471 2.0603 3.7171 -0.6 0.6 -1.2
H -0.2221 2.3539 -0.7301 0.9 0.6 0.3
H -1.7425 1.6513 -0.7633 2.4 -1.4 -0.2
H -1.1056 1.3763 4.3259 -1.3 -0.6 -2.3
H -0.4187 1.8046 -3.0955 0.4 -0.3 -0.8
H 2.5861 -1.6083 -4.7122 -0.8 0.8 0.3
H 2.6026 -2.1702 -0.6558 0.8 -1.1 2.6
H -3.7393 0.0400 3.6227 -0.3 -0.6 0.0
H -2.7253 -0.2522 4.9829 0.1 0.0 3.2
H 0.6125 0.3192 -4.2744 1.0 -0.7 -1.2
H 3.5006 -2.5482 -2.9868 0.8 -0.9 0.9
```
Forces are in eV/Å.

Its spin multiplicity is 1. Its LUMO energy (alpha / beta) is -4.993 / -4.577 eV. As for the total energy: -18681.0669 eV. As for the total charge: +1. Its SMILES is CCO/C([O-])=C1\CC=[n+]2ccccc2=[NH+]1.

Löwdin population analysis, charges in e, atoms 1 to 2: number 1, O, carries 0.054; number 2, O, carries 0.160

=====

# 3
Molecular formula: C11H13N2O2
Method: DFT, wB97M-V/def2-TZVPD

The geometry in XYZ format:
```
28
Properties=species:S:1:pos:R:3:forces:R:3
O 1.3024 2.6550 0.3878 5.7 -1.7 3.8
O -0.7924 2.0318 0.5208 -1.6 -2.5 2.5
N 0.7137 -1.0486 -0.6229 0.7 -0.6 2.6
N -1.4041 -1.4545 -0.5655 0.4 -0.1 2.1
C 0.4833 -1.4224 -2.0387 -1.7 -1.0 0.6
C -1.1311 -1.5187 -1.9772 1.0 1.6 -1.1
C 1.2480 1.7092 1.4454 -3.7 1.8 -2.8
C -0.3916 -1.2094 0.2336 2.4 0.7 -3.6
C 1.7107 0.2833 3.1971 -0.6 -2.7 2.7
C 0.1337 2.7621 -0.0767 -3.5 3.3 -4.4
C 0.3732 -0.1220 3.2328 1.7 -0.4 0.7
C -0.1804 3.7285 -1.1625 1.5 -0.6 0.5
C -0.5924 0.3385 2.3456 -1.6 0.9 -0.9
C -0.1354 1.3385 1.4879 1.0 0.3 -0.9
C 2.1465 1.2351 2.2761 4.1 -0.1 1.3
H 0.0142 -0.8113 3.9660 0.2 -0.4 0.4
H 0.7274 4.3755 -1.1659 -0.7 -0.3 -0.6
H -2.3065 -1.2936 -0.2084 -1.4 -0.2 0.2
H 0.9788 -2.4181 -2.2868 -0.6 1.5 0.2
H -1.0469 4.3637 -1.0150 -0.3 -0.2 0.0
H -0.2336 3.1002 -2.0641 -0.2 0.9 -0.4
H 1.6732 -1.1775 -0.2303 -1.4 0.3 -0.4
H 3.2366 1.5293 2.3126 -1.5 -0.2 -0.4
H 0.7345 -0.5915 -2.7154 0.3 -0.6 0.3
H -1.5751 -2.4539 -2.3676 0.2 1.0 -0.4
H -1.4828 -0.4897 -2.3734 0.0 -2.1 -0.1
H 2.4263 -0.2409 3.9815 -1.5 1.5 -1.9
H -1.6809 0.1550 2.4736 1.0 0.0 -0.1
```
Forces are in eV/Å.

Its spin multiplicity is 3. Its LUMO energy (alpha / beta) is -2.802 / -6.746 eV. The expectation value of S² is 2.014. As for the total energy: -18680.4336 eV. As for the total charge: +1.

Löwdin population analysis, charges in e, atoms 1 to 2: number 1, O, carries 0.150; number 2, O, carries 0.153

=====

# 4
Molecular formula: C11H13N3S
Method: DFT, wB97M-V/def2-TZVPD

The geometry in XYZ format:
```
28
Properties=species:S:1:pos:R:3:forces:R:3
S 3.2410 0.9367 -0.4873 -2.2 -0.6 0.5
N 1.5420 -1.2652 -0.1018 -0.5 -1.6 0.2
N 0.1641 -1.5336 0.0398 0.2 3.3 -0.4
N 0.5410 0.6751 -0.1071 -2.7 1.2 -0.1
C -2.6570 0.8623 0.6707 1.1 -1.6 0.8
C -4.8249 -0.1511 0.0418 1.6 -1.0 0.4
C 4.6882 -0.9968 1.0379 -3.9 -0.7 0.0
C -4.0659 0.7542 0.7597 -0.4 3.0 0.4
C -4.0781 -1.1444 -0.6416 -0.3 -0.8 -2.4
C 1.7144 -0.0082 -0.2114 1.0 2.4 -0.1
C -1.9142 -0.1591 -0.0023 -0.9 0.7 -0.6
C -2.6573 -1.0950 -0.7767 0.0 0.3 1.3
C 4.2885 -0.4530 -0.3706 1.6 -0.8 1.3
C -0.4077 -0.2958 -0.0070 -0.6 -2.8 0.4
C 0.1488 2.0704 -0.4915 1.1 1.1 -1.0
H 3.9667 -1.2688 -1.0286 0.2 0.4 0.1
H -4.7006 1.5803 1.2687 1.6 -1.4 -0.5
H -2.0077 1.5331 1.2840 -1.3 -0.2 -0.5
H -0.4835 2.7800 0.4364 2.1 -2.6 -3.1
H -5.9112 -0.0513 0.1670 0.5 -0.6 -0.5
H 1.3548 2.5674 -0.6396 -4.2 -0.9 -0.1
H 5.1539 -0.3459 1.7319 0.7 1.1 0.1
H 3.7034 -1.2933 1.5685 1.6 0.1 -0.8
H -0.6363 1.8524 -1.6672 2.7 1.4 3.9
H -4.6076 -1.9270 -1.3054 0.8 1.3 1.3
H 5.1806 0.0239 -0.6908 1.2 -0.1 -1.1
H 5.2689 -1.8814 0.8994 0.5 -0.6 0.0
H -2.0041 -1.7662 -1.3770 -1.2 0.1 0.4
```
Forces are in eV/Å.

Its spin multiplicity is 1. Its LUMO energy is 0.375 eV. As for the total energy: -26919.2297 eV. As for the total charge: 0.

Löwdin population analysis, charges in e, atoms 1 to 2: number 1, S, carries 0.936; number 2, N, carries 0.027

=====

# 5
Molecular formula: C11H13N3S5Ti
Method: DFT, wB97M-V/def2-TZVPD

The geometry in XYZ format:
```
33
Properties=species:S:1:pos:R:3:forces:R:3
Ti 0.2809 -0.0584 0.8537 -0.4 0.8 -1.9
S -1.5726 1.3117 -0.3365 -0.3 0.2 -0.2
S 2.4890 0.5417 1.4847 0.3 0.1 0.3
S -0.4753 1.3270 2.6185 0.0 0.1 0.4
S -0.9581 -1.9188 -0.7563 0.0 0.2 0.0
S 1.4520 0.2230 -1.4579 0.1 0.0 -0.4
N 0.1787 -2.6464 2.6221 0.1 0.2 0.0
N 0.5703 1.7975 6.1197 0.0 0.0 -0.1
N 4.2166 0.7902 4.7300 0.0 0.0 -0.1
C -0.2433 -1.8113 -2.4344 -0.1 0.0 0.2
C 0.2774 -1.6816 1.9587 -0.1 -1.7 1.2
C 1.1900 -1.3101 -2.3992 0.0 0.2 0.1
C 3.2952 0.8472 4.0423 0.3 0.0 0.3
C 0.9364 1.2150 3.6366 0.2 0.0 -0.3
C -2.5949 -1.1625 -1.0188 0.3 -0.1 0.0
C 2.1729 0.8842 3.1636 -0.3 0.1 -0.1
C 0.7540 1.5379 5.0133 0.0 0.1 0.4
C 0.4062 1.4099 -2.3797 0.1 -0.1 0.2
C -0.4780 2.2405 -1.4608 -0.1 -0.1 0.1
C -2.5682 0.2869 -1.4768 0.2 0.1 0.2
H -3.0568 -1.2428 -0.0342 -0.1 0.0 0.0
H 1.8373 -2.0230 -1.8880 0.0 0.0 -0.1
H -0.8791 -1.1638 -3.0354 0.0 0.0 0.0
H 0.4215 -3.3949 3.2346 0.0 0.0 0.0
H -3.5809 0.6868 -1.4653 0.0 0.0 -0.1
H 1.5668 -1.1639 -3.4119 0.0 -0.1 0.0
H 0.1367 2.8194 -0.7685 0.0 0.1 0.0
H -0.1722 0.8510 -3.1138 0.0 0.1 0.0
H -1.0892 2.9315 -2.0407 0.0 0.0 0.0
H 1.0761 2.0769 -2.9213 0.0 0.0 0.0
H -3.1509 -1.7833 -1.7211 -0.1 0.0 0.0
H -0.2671 -2.8088 -2.8716 0.0 0.0 -0.1
H -2.1714 0.3915 -2.4854 -0.1 0.0 0.0
```
Forces are in eV/Å.

Its spin multiplicity is 3. Its LUMO energy (alpha / beta) is -0.343 / -0.361 eV. The expectation value of S² is 2.014. As for the total energy: -93378.9885 eV. As for the total charge: 0.

Löwdin population analysis, charges in e, atoms 1 to 2: number 1, Ti, carries -0.143; number 2, S, carries 0.835

=====

# 6
Molecular formula: C11H13NO2
Method: DFT, wB97M-V/def2-TZVPD

The geometry in XYZ format:
```
27
Properties=species:S:1:pos:R:3:forces:R:3
O -1.0103 -0.9328 -2.7168 0.3 -1.2 -0.8
O -1.2499 1.0687 -1.7760 1.1 -0.2 0.3
N -0.3858 -0.0342 -2.1738 -0.8 2.1 0.8
C -1.5942 0.6998 1.0547 -0.8 2.9 -0.6
C -0.2304 0.5464 0.8595 1.0 -0.7 -0.1
C 0.3441 -0.6747 1.1542 0.6 -0.3 -0.1
C 0.6947 1.5288 0.2654 -1.0 3.2 1.0
C 0.8585 0.1583 -1.8849 0.6 -2.0 -0.7
C 0.7392 2.7635 0.8434 1.7 0.9 -2.8
C -2.4153 -0.3358 1.4503 2.6 -1.5 -0.1
C 1.7818 -0.9446 -2.3405 -3.5 -2.5 -1.4
C 1.3150 1.3257 -1.1129 -2.0 0.5 0.3
C -0.4447 -1.7200 1.5437 -1.1 0.0 0.3
C -1.8279 -1.6077 1.6686 0.0 0.4 0.0
H 0.8929 2.1736 -1.6449 0.6 0.4 -0.2
H 1.2958 -1.9566 -2.0468 1.0 1.4 0.5
H 1.6822 -1.2268 -3.4527 0.6 1.4 1.2
H 2.3591 1.3794 -1.0279 1.5 0.0 -0.3
H 1.4255 -0.8504 1.0616 -0.5 0.3 -0.1
H -3.4250 -0.1475 1.4739 -2.2 0.1 0.3
H 0.0064 -2.6436 1.7654 0.5 -1.1 0.2
H -2.3376 -2.5493 1.9320 -0.2 0.9 -0.1
H 1.3079 3.7346 0.3504 -1.4 -2.8 1.3
H 2.7549 -0.8244 -1.9846 1.5 0.0 0.3
H -1.8229 1.0992 -2.5382 -0.6 -0.1 -0.5
H 0.1171 2.9763 1.6741 -0.2 0.1 0.9
H -2.0581 1.7602 0.8182 0.9 -2.4 0.5
```
Forces are in eV/Å.

Its spin multiplicity is 1. Its LUMO energy is 0.737 eV. As for the total energy: -17197.9034 eV. As for the total charge: 0. Its SMILES is C=C(C/C(C)=[N+](/[O-])O)c1ccccc1.

Löwdin population analysis, charges in e, atoms 1 to 2: number 1, O, carries 0.004; number 2, O, carries 0.047